(1)
ORCA calculation (the ωB97M-V functional and the def2-TZVPD basis) on a structure of composition C32H46As3N4O6PbSe.

```
93
C32H46As3N4O6PbSe | the OMol25 dataset | the ωB97M-V functional and the def2-TZVPD basis
Pb 0.252 -0.479 -0.516
O -1.037 1.497 -4.921
C -0.853 0.888 -3.749
O 0.238 0.569 -3.333
C -2.130 0.620 -3.024
C -3.363 0.804 -3.622
C -4.499 0.428 -2.915
C -4.356 -0.111 -1.654
C -3.078 -0.241 -1.121
N -1.991 0.121 -1.788
C -2.891 -0.835 0.267
O -3.881 -1.018 0.955
O -1.670 -1.093 0.598
H -0.178 1.604 -5.345
H -3.428 1.220 -4.617
H -5.480 0.552 -3.356
H -5.196 -0.433 -1.053
C -1.593 4.301 1.743
As -1.702 2.422 1.174
C -3.461 2.614 0.314
C -2.442 1.637 2.828
C -1.483 1.214 3.953
C -0.315 2.197 4.109
C -0.958 -0.206 3.737
As 0.441 -0.600 2.422
C 2.092 -0.109 3.335
C 0.478 -2.517 2.725
C -2.253 1.229 5.287
As -3.780 0.050 5.761
C -2.825 -1.637 6.089
C -4.576 -0.460 4.044
H -2.423 4.525 2.413
H -1.666 4.941 0.863
H -0.657 4.513 2.253
H -4.017 3.416 0.800
H -4.023 1.686 0.421
H -3.347 2.849 -0.744
H -3.033 0.778 2.503
H -3.145 2.383 3.208
H 0.276 2.272 3.189
H 0.356 1.877 4.911
H -0.676 3.197 4.358
H -1.779 -0.882 3.475
H -0.524 -0.567 4.675
H 2.033 -0.397 4.386
H 2.274 0.963 3.273
H 2.908 -0.644 2.849
H 0.432 -2.717 3.795
H 1.407 -2.906 2.318
H -0.383 -2.965 2.232
H -2.629 2.242 5.450
H -1.547 1.043 6.105
H -2.100 -1.490 6.890
H -2.320 -2.030 5.204
H -3.556 -2.370 6.428
H -5.045 0.407 3.577
H -5.364 -1.176 4.283
H -3.886 -0.922 3.334
C 1.223 -2.710 -4.570
N 1.602 -3.571 -3.457
C 2.754 -4.316 -3.409
C 2.831 -4.847 -2.167
N 1.728 -4.411 -1.473
C 1.460 -4.723 -0.072
C 0.992 -3.614 -2.264
Se -0.596 -2.726 -1.797
H 1.552 -3.173 -5.496
H 1.693 -1.736 -4.438
H 0.145 -2.595 -4.580
H 3.412 -4.405 -4.256
H 3.563 -5.502 -1.724
H 1.773 -5.745 0.123
H 0.397 -4.620 0.116
H 2.009 -4.032 0.562
O 2.350 -1.680 0.370
C 2.973 -1.775 -0.733
O 2.501 -1.425 -1.838
H 3.994 -2.195 -0.705
C 1.819 1.235 -0.768
C 1.436 2.644 -0.786
C 1.106 3.278 -1.987
C 0.836 4.632 -2.017
C 0.919 5.377 -0.840
C 1.271 4.762 0.360
C 1.506 3.401 0.386
C 0.642 6.786 -0.866
N 0.407 7.912 -0.889
H 2.394 0.940 0.110
H 2.220 0.840 -1.696
H 1.082 2.696 -2.900
H 0.582 5.127 -2.944
H 1.356 5.359 1.259
H 1.782 2.918 1.317
```

Output
ΔE to the lowest compared entry with this formula, charge and spin in eV: 2.147
HOMO in eV: -10.1
Spin multiplicity: 1
Net charge: +1
E_LUMO in eV: -4.5620

Löwdin analysis output, partial charges in e:
1. Pb 1.201
2. O 0.148
3. C -0.455
4. O 0.042
5. C -0.175
6. C 0.034
7. C 0.000
8. C 0.029
9. C -0.219
10. N 0.078
11. C -0.616
12. O 0.070
13. O -0.311
14. H 0.141
15. H 0.128
16. H 0.124
17. H 0.135
18. C -0.307
19. As 1.156
20. C -0.292
21. C -0.341
22. C -0.654
23. C -0.084
24. C -0.326
25. As 1.131
26. C -0.268
27. C -0.261
28. C -0.387
29. As 1.139
30. C -0.350
31. C -0.354
32. H 0.035
33. H 0.027
34. H 0.002
35. H 0.035
36. H 0.013
37. H 0.022
38. H 0.031
39. H 0.085
40. H 0.034
41. H 0.091
42. H 0.089
43. H 0.057
44. H 0.081
45. H 0.040
46. H 0.014
47. H 0.024
48. H 0.041
49. H 0.006
50. H 0.035
51. H 0.061
52. H 0.069
53. H 0.018
54. H 0.001
55. H 0.016
56. H 0.022
57. H 0.023
58. H -0.008
59. C -0.004
60. N -0.110
61. C -0.008
62. C -0.015
63. N -0.101
64. C 0.000
65. C -0.630
66. Se 0.863
67. H 0.101
68. H 0.097
69. H 0.069
70. H 0.139
71. H 0.139
72. H 0.106
73. H 0.073
74. H 0.071
75. O -0.214
76. C -0.536
77. O -0.131
78. H 0.145
79. C -0.137
80. C -0.309
81. C -0.012
82. C 0.000
83. C -0.219
84. C -0.038
85. C -0.056
86. C -0.172
87. N 0.178
88. H 0.066
89. H 0.054
90. H 0.103
91. H 0.126
92. H 0.128
93. H 0.111

=====

(2)
ORCA calculation (the ωB97M-V functional and the def2-TZVPD basis) on a structure of composition C32H46BF2N2O2SeSn.

```
87
C32H46BF2N2O2SeSn | the OMol25 dataset | the ωB97M-V functional and the def2-TZVPD basis
Sn -0.500 -3.586 -1.310
C 0.916 3.413 -4.805
C 1.327 3.111 -3.359
C 2.853 3.074 -3.286
C 0.825 4.231 -2.439
C 0.705 1.789 -2.921
C 1.451 0.704 -2.500
C 0.822 -0.467 -2.103
Se 1.945 -1.876 -1.438
C 2.123 -1.165 0.337
C 3.018 -0.125 0.525
C 3.068 0.541 1.742
C 2.181 0.130 2.728
C 1.262 -0.912 2.590
C 1.289 -1.582 1.367
O 0.459 -2.697 1.118
C 0.323 -1.151 3.786
C -0.447 0.155 4.045
C 1.167 -1.512 5.018
C -0.737 -2.247 3.622
C 4.027 1.696 2.015
C 4.894 2.017 0.798
C 4.946 1.320 3.185
C 3.218 2.948 2.377
C -0.570 -0.617 -2.131
O -1.162 -1.772 -1.739
C -1.353 0.478 -2.544
C -0.676 1.633 -2.924
C -2.887 0.543 -2.614
C -3.300 0.825 -4.066
C -3.371 1.690 -1.711
C -3.628 -0.719 -2.170
H 1.341 4.365 -5.123
H -0.166 3.481 -4.912
H 1.274 2.637 -5.482
H 3.255 4.031 -3.615
H 3.271 2.302 -3.932
H 3.203 2.903 -2.267
H 1.268 5.183 -2.730
H 1.094 4.031 -1.401
H -0.258 4.339 -2.489
H 2.529 0.751 -2.473
H 3.661 0.164 -0.292
H 2.199 0.657 3.670
H 0.216 0.994 4.246
H -1.096 0.033 4.912
H -1.066 0.416 3.187
H 1.862 -0.720 5.285
H 1.743 -2.420 4.841
H 0.514 -1.683 5.874
H -1.365 -2.100 2.744
H -1.383 -2.219 4.501
H -0.310 -3.253 3.619
H 5.530 1.177 0.517
H 5.545 2.858 1.030
H 4.290 2.298 -0.065
H 5.519 0.421 2.958
H 4.382 1.138 4.098
H 5.648 2.130 3.384
H 2.538 3.219 1.569
H 3.890 3.786 2.554
H 2.627 2.802 3.281
H -1.273 2.474 -3.247
H -2.918 1.779 -4.425
H -4.387 0.854 -4.144
H -2.932 0.044 -4.732
H -2.970 2.655 -2.013
H -3.079 1.515 -0.675
H -4.458 1.756 -1.752
H -3.411 -1.563 -2.820
H -4.699 -0.517 -2.229
H -3.388 -1.003 -1.147
C -5.579 -4.121 1.547
N -4.630 -4.041 0.448
C -4.914 -4.204 -0.883
C -3.732 -4.097 -1.542
N -2.732 -3.871 -0.630
C -3.310 -3.849 0.555
H -6.569 -3.877 1.171
H -5.305 -3.398 2.312
H -5.587 -5.124 1.970
H -5.915 -4.376 -1.233
H -3.545 -4.159 -2.599
H -2.810 -3.701 1.496
F 1.701 -4.070 2.573
B 0.681 -3.860 1.776
F -0.184 -4.841 1.540
```

Output
ΔE to the lowest compared entry with this formula, charge and spin in eV: 0.000
HOMO in eV: -10.7
Spin multiplicity: 1
Net charge: +1
E_LUMO in eV: -3.1280

Löwdin analysis output, partial charges in e:
1. Sn 1.332
2. C -0.037
3. C -0.553
4. C -0.058
5. C -0.036
6. C -0.155
7. C -0.059
8. C -0.401
9. Se 1.113
10. C -0.376
11. C -0.036
12. C -0.137
13. C 0.032
14. C -0.062
15. C -0.178
16. O 0.033
17. C -0.507
18. C -0.030
19. C -0.022
20. C -0.038
21. C -0.550
22. C -0.055
23. C -0.034
24. C -0.034
25. C -0.313
26. O -0.394
27. C -0.071
28. C 0.022
29. C -0.526
30. C -0.037
31. C -0.038
32. C -0.071
33. H 0.089
34. H 0.078
35. H 0.093
36. H 0.091
37. H 0.091
38. H 0.070
39. H 0.089
40. H 0.086
41. H 0.079
42. H 0.092
43. H 0.098
44. H 0.106
45. H 0.080
46. H 0.092
47. H 0.096
48. H 0.084
49. H 0.093
50. H 0.094
51. H 0.088
52. H 0.102
53. H 0.080
54. H 0.092
55. H 0.092
56. H 0.072
57. H 0.094
58. H 0.079
59. H 0.091
60. H 0.088
61. H 0.091
62. H 0.078
63. H 0.103
64. H 0.079
65. H 0.089
66. H 0.094
67. H 0.077
68. H 0.091
69. H 0.088
70. H 0.072
71. H 0.089
72. H 0.078
73. C 0.011
74. N -0.108
75. C -0.030
76. C -0.136
77. N -0.093
78. C -0.131
79. H 0.099
80. H 0.099
81. H 0.102
82. H 0.132
83. H 0.116
84. H 0.137
85. F 0.315
86. B -0.975
87. F 0.231

=====

no.,E_tot (Eh),HOMO-LUMO gap (Eh)
1,-11218.8553,0.20274
2,-4347.2902,0.27653